Entry from the Open Molecules 2025 dataset: a structure of composition C27H35BF4N4P2Ru (ωB97M-V/def2-TZVPD).

Properties
Strongest force on any atom in hartree/bohr: 0.095
Calculated total energy in a.u.: -2470.1607
HOMO (alpha / beta) in eV: -12.70 / -12.70
2S+1: 5
LUMO energy (alpha / beta) in eV: -7.4 / -9.6
<S²>: 6.035
Net charge: +2
ΔE to the lowest compared entry with this formula, charge and spin in kcal per mole: 15.5

XYZ file:
```
74
Properties=species:S:1:pos:R:3:mulliken_spin:R:1
Ru 0.8463 -1.6177 2.2484 2.88
C 3.2464 -2.6236 1.8725 -0.06
C 2.9747 -1.2705 1.6325 0.10
C 2.6816 -0.6677 0.2747 0.02
C 1.3093 -0.9375 -0.3682 0.03
C 0.4168 -1.9934 0.2370 -0.03
C 0.8710 -3.3145 0.4301 -0.04
C 2.1594 -3.7952 -0.1509 0.00
C 3.3507 -3.7039 0.8463 0.00
C -0.7103 -2.6848 2.9524 -0.07
H 3.6021 -2.9138 2.8836 0.00
H 3.3575 -0.5566 2.3810 0.02
H 3.4710 -0.9130 -0.4542 0.01
H 2.7913 0.4192 0.4074 -0.02
H 0.7386 0.0132 -0.3457 -0.04
H 1.4405 -1.1457 -1.4409 0.01
H -0.6715 -1.8517 0.1343 0.06
H 0.1773 -4.0541 0.8418 -0.01
H 2.3625 -3.2491 -1.0912 0.00
H 2.0306 -4.8439 -0.4729 0.00
H 3.4159 -4.6829 1.3446 0.00
H 4.3174 -3.6200 0.3116 0.00
H -0.2959 -3.5864 3.4530 0.02
H -1.4610 -3.0459 2.2269 0.03
H -1.1974 -2.0534 3.7207 0.04
P -2.1145 -0.0955 -0.1574 0.00
P 0.9173 2.2107 0.0410 0.00
N -2.5694 -1.1428 -1.5246 0.00
N -3.7707 0.5729 -0.0279 0.00
N 1.5155 2.1856 -1.5959 -0.01
N 1.3262 4.0011 0.1884 -0.05
C -1.4133 1.2321 -1.2224 0.00
C -0.8544 2.4262 -0.4144 0.01
C -2.9157 -2.4873 -1.3405 0.00
C -3.4027 -2.9895 -2.5421 0.00
C -3.3762 -1.9235 -3.4980 0.00
C -2.8542 -0.8113 -2.8514 0.00
C -4.4668 0.5384 1.1851 0.00
C -5.6659 1.2241 1.0338 0.00
C -5.7369 1.6703 -0.3320 0.00
C -4.5660 1.2516 -0.9596 0.00
C 2.8156 1.7635 -1.9191 0.00
C 3.0254 1.9492 -3.2693 0.00
C 1.8561 2.5831 -3.7994 0.00
C 0.9309 2.6771 -2.7727 0.01
C 1.6031 5.0672 -0.6759 0.36
C 1.5585 6.2611 0.0406 0.13
C 1.2261 5.9246 1.3993 0.14
C 1.0963 4.5447 1.4572 0.36
H -2.1406 1.6052 -1.9636 0.00
H -0.6225 0.7225 -1.7923 0.00
H -1.0106 3.3648 -0.9690 -0.01
H -1.3717 2.5348 0.5588 0.00
H -2.7355 -2.9553 -0.3855 0.00
H -3.7224 -4.0045 -2.7107 0.00
H -3.6936 -1.9555 -4.5297 0.00
H -2.6188 0.1700 -3.2413 0.00
H -4.0164 0.0270 2.0268 0.00
H -6.3952 1.4027 1.8104 0.00
H -6.5358 2.2347 -0.7863 0.00
H -4.2318 1.3968 -1.9804 0.00
H 3.4787 1.3733 -1.1510 0.00
H 3.9058 1.6324 -3.8054 0.00
H 1.7004 2.9383 -4.8101 0.00
H -0.1045 2.9951 -2.8040 -0.01
H 1.8238 4.9156 -1.7289 0.02
H 1.7381 7.2537 -0.3509 0.00
H 1.0904 6.6030 2.2269 0.00
H 0.8435 3.8843 2.2723 0.01
F 1.5753 -1.8091 4.2523 0.03
B 1.8596 -3.3202 4.8133 0.02
F 3.2158 -3.2309 5.1279 0.00
F 0.9713 -3.5114 5.8609 0.00
F 1.6081 -4.2078 3.7415 0.00
```

***

Entry from the Open Molecules 2025 dataset: a structure of composition C27H35Cl2PRhS3Sb (ωB97M-V/def2-TZVPD).

Properties
Strongest force on any atom in hartree/bohr: 0.053
Calculated total energy in a.u.: -3856.8482
HOMO (alpha / beta) in eV: -7.08 / -7.20
LUMO energy (alpha / beta) in eV: -2.3 / -2.3

XYZ file:
```
70
Properties=species:S:1:pos:R:3:mulliken_charge:R:1
Rh 1.0653 0.8195 -0.0740 -0.38
Cl 0.6829 -0.4606 1.8538 -0.07
C 1.8534 0.1236 3.0002 0.30
C 1.8253 -0.4988 4.2587 -0.64
C 2.7128 -0.1178 5.2592 -0.56
C 3.6354 0.8914 5.0026 -0.49
C 3.6796 1.5268 3.7496 -0.06
Cl 4.8947 2.7669 3.6004 -0.21
C 2.7835 1.1494 2.7242 0.48
S 2.8107 1.9152 1.1611 -0.25
H 1.1036 -1.2864 4.4552 0.43
H 2.6863 -0.6025 6.2296 0.36
H 4.3294 1.1900 5.7833 0.40
S -3.0223 2.8850 -2.1367 -0.47
P -3.0542 2.1356 -0.2975 0.40
S -1.1873 1.4767 -0.1308 0.11
C -3.5741 3.3821 0.9536 0.45
C -4.8519 3.9586 0.8650 -0.48
C -5.2786 4.8936 1.8093 -0.61
C -4.4314 5.2670 2.8511 -0.37
C -3.1579 4.7085 2.9470 -0.56
C -2.7310 3.7712 2.0041 -0.25
C -4.2920 0.8049 -0.0021 0.28
C -5.2546 0.4647 -0.9629 -0.28
C -6.1930 -0.5364 -0.7039 -0.54
C -6.1799 -1.2080 0.5177 -0.36
C -5.2266 -0.8825 1.4808 -0.64
C -4.2876 0.1171 1.2227 -0.40
H -5.5098 3.6771 0.0454 0.34
H -6.2679 5.3328 1.7240 0.37
H -4.7594 5.9995 3.5824 0.36
H -2.4891 5.0045 3.7501 0.38
H -1.7316 3.3495 2.0828 0.28
H -5.2680 0.9761 -1.9227 0.37
H -6.9271 -0.7930 -1.4621 0.39
H -6.9067 -1.9901 0.7148 0.38
H -5.2057 -1.4091 2.4303 0.38
H -3.5373 0.3632 1.9711 0.36
C 4.3879 -3.4379 -1.0519 -1.41
C 3.0219 -3.3322 -1.7316 0.20
C 2.1161 -4.4470 -1.2060 -1.40
Sb 2.1185 -1.3582 -1.3410 1.09
C 0.3464 -1.4422 -2.6339 0.20
C -0.8077 -2.0447 -1.8251 -1.08
C 0.5507 -2.2187 -3.9330 -1.23
C 3.5033 -0.0401 -2.4199 0.23
C 4.6236 0.3678 -1.4569 -0.81
C 4.0881 -0.6475 -3.6931 -1.25
H 4.8329 -4.4388 -1.2379 0.43
H 4.2899 -3.2845 0.0438 0.32
H 5.0867 -2.6883 -1.4611 0.25
H 3.1549 -3.4650 -2.8258 0.44
H 1.9440 -4.3265 -0.1154 0.30
H 2.5813 -5.4388 -1.3906 0.43
H 1.1441 -4.4395 -1.7285 0.25
H 0.0663 -0.3947 -2.8753 0.41
H -0.5931 -3.0876 -1.5239 0.17
H -1.7462 -2.0349 -2.4193 0.42
H -0.9724 -1.4450 -0.9037 0.17
H 0.8348 -3.2694 -3.7291 0.19
H 1.3308 -1.7459 -4.5500 0.24
H -0.3889 -2.2164 -4.5250 0.45
H 2.9423 0.8828 -2.6804 0.28
H 5.2180 -0.5065 -1.1298 0.17
H 4.1858 0.8461 -0.5540 -0.08
H 5.3067 1.0978 -1.9411 0.41
H 4.6532 -1.5735 -3.4701 0.19
H 4.7772 0.0781 -4.1746 0.46
H 3.2903 -0.8756 -4.4171 0.24
H 1.3745 1.7616 -1.4362 0.11
```

***

Entry from the Open Molecules 2025 dataset: a structure of composition C27H35MgN4O7P (ωB97M-V/def2-TZVPD).

Properties
Strongest force on any atom in hartree/bohr: 0.091
Calculated total energy in a.u.: -2336.8047
HOMO (alpha / beta) in eV: -5.50 / -6.97
LUMO energy (alpha / beta) in eV: -0.2 / 0.1
ΔE to the lowest compared entry with this formula, charge and spin in kcal per mole: 78.9

XYZ file:
```
75
Properties=species:S:1:pos:R:3:mulliken_charge:R:1
O 3.3026 -2.5290 0.0942 -0.76
H 3.4730 -3.4720 0.2232 0.16
Mg 1.8644 -1.3271 0.6491 1.72
N 0.3417 -3.0789 1.1483 0.36
N 0.8941 -2.5647 -1.3079 0.87
N 2.3681 1.2114 1.4932 0.27
N 2.6398 0.0447 -0.9232 0.51
O -0.0259 -3.0514 2.3496 -0.66
O 2.2100 2.0402 2.5938 -0.62
O 2.9065 -0.4614 -2.1710 -0.67
O 1.4131 -2.5128 -2.4790 -0.77
C -0.0723 -3.4960 -1.1281 0.11
C -0.4175 -3.7490 0.2344 0.47
C 2.9425 1.9015 0.5185 0.83
C 2.9989 1.3216 -0.8112 0.06
C -1.5336 -4.6419 0.6301 -1.92
H -2.4989 -4.2227 0.3122 0.30
H -1.5392 -4.7559 1.7172 0.39
H -1.4210 -5.6262 0.1611 0.50
C -0.7086 -4.1639 -2.2935 -1.32
H 0.0671 -4.5643 -2.9546 0.28
H -1.3138 -3.4472 -2.8606 0.07
H -1.3586 -4.9788 -1.9684 0.42
C 3.3525 3.3032 0.8076 -1.30
C 3.3928 2.1745 -1.9713 -2.03
H 3.8764 3.3381 1.7671 0.40
H 2.4687 3.9502 0.8730 0.09
H 4.0042 3.6917 0.0235 0.41
H 3.5153 1.5475 -2.8560 0.35
H 4.3348 2.6902 -1.7521 0.65
H 2.6232 2.9367 -2.1669 0.20
H 1.5757 1.5782 3.2063 0.37
H 2.3901 -1.3549 -2.2212 0.35
C 3.1404 -1.7530 1.9672 -1.32
H 2.2769 -2.1441 2.5296 0.41
H 3.3308 -0.6620 1.9367 0.27
H 4.0379 -2.2697 2.2448 0.29
O 0.3632 1.5472 4.4550 -0.58
H 0.6942 2.1578 5.1374 0.26
H 0.1546 0.7246 4.9292 0.28
O 0.0442 -0.4211 0.7180 0.31
P -1.0418 0.4117 0.0731 2.38
C -0.6095 2.1557 0.1703 0.23
C -0.4263 2.9786 -0.9480 -0.51
C -0.0483 4.3119 -0.7783 -0.37
C 0.1145 4.8388 0.5044 -0.76
C -0.0737 4.0202 1.6209 -0.40
C -0.4413 2.6887 1.4519 -1.00
C -1.2262 -0.0907 -1.6401 0.40
C -0.1459 0.1251 -2.4969 -0.28
C -0.2081 -0.2727 -3.8308 -0.77
C -1.3641 -0.8826 -4.3207 -0.65
C -2.4331 -1.1400 -3.4561 -1.01
C -2.3663 -0.7569 -2.1157 -0.53
C -2.6228 0.1977 0.9044 0.02
C -3.6993 1.0543 0.6068 -0.50
C -4.9301 0.8721 1.2410 -0.69
C -5.0875 -0.1505 2.1815 -0.43
C -4.0120 -0.9901 2.4891 -0.75
C -2.7803 -0.8179 1.8520 -0.41
H -0.6024 2.5885 -1.9520 0.46
H 0.1073 4.9435 -1.6552 0.43
H 0.3876 5.8894 0.6398 0.35
H 0.0542 4.4087 2.6316 0.36
H -0.6509 2.0726 2.3280 0.57
H 0.7375 0.6476 -2.1247 0.31
H 0.6557 -0.0930 -4.4710 0.44
H -1.4212 -1.1697 -5.3729 0.37
H -3.3331 -1.6339 -3.8298 0.37
H -3.1959 -0.9596 -1.4342 0.38
H -3.5706 1.8596 -0.1178 0.41
H -5.7643 1.5321 0.9972 0.40
H -6.0500 -0.2936 2.6787 0.38
H -4.1216 -1.7859 3.2259 0.44
H -1.9383 -1.4714 2.0927 0.36
```